No. 1
The following is a DFT calculation (ωB97M-V/def2-TZVPD) of one molecule with the formula C5H8N2 at a distorted geometry.

```
15
C5H8N2 (ωB97M-V/def2-TZVPD)
C 0.557 -0.186 -0.115
C -0.538 -1.205 -0.134
C -1.771 -0.425 0.070
C -1.378 1.040 -0.075
C -0.053 1.147 -0.185
H 2.400 1.206 0.293
H 3.676 -0.065 0.542
H -0.334 -2.026 0.563
H -0.549 -1.716 -1.061
H -2.752 -0.750 -0.521
H -2.071 -0.555 1.164
H -2.203 1.821 -0.005
H 0.421 2.124 -0.327
N 2.813 0.245 -0.021
N 1.783 -0.654 -0.187
```

Computed properties:
charge: 0
LUMO level: 0.817 eV
highest occupied orbital energy: -7.8 eV
Kohn-Sham gap: 8.605 eV
ΔE to the lowest compared entry with this formula, charge and spin: 57.9 kcal per mole
SMILES: N/N=C1\C=CCC1

---

No. 2
The following is a DFT calculation (ωB97M-V/def2-TZVPD) of a 5-piece molecular cluster, C17H46BI2O18P4 overall at a distorted geometry.

```
88
C17H46BI2O18P4 (ωB97M-V/def2-TZVPD)
C 1.660 4.336 2.406
C 1.618 2.927 1.546
I 0.281 1.544 2.586
C 3.089 2.325 1.152
I 3.165 1.580 -0.951
C 3.708 1.234 2.206
C 3.989 1.715 3.782
O 3.181 0.659 4.443
B 3.391 -0.573 3.604
O 3.291 -0.176 2.155
H 0.869 5.069 1.893
H 1.303 4.175 3.511
H 2.696 4.898 2.332
H 1.082 3.197 0.515
H 3.839 3.253 1.159
H 4.836 1.153 1.823
H 3.791 2.839 4.054
H 5.089 1.280 3.945
H 2.452 -1.298 3.769
H 4.350 -1.207 3.926
C -6.043 4.186 3.657
O -4.657 4.456 3.557
P -4.075 4.442 1.928
O -2.637 4.337 2.447
O -4.474 6.033 1.751
C -4.149 6.957 2.780
O -3.492 4.428 0.299
C -3.261 3.127 -0.206
H -6.342 4.261 4.701
H -6.615 4.912 3.069
H -6.247 3.176 3.297
H -3.316 6.614 3.401
H -5.032 7.115 3.410
H -3.875 7.911 2.326
H -4.179 2.536 -0.144
H -2.463 2.636 0.357
H -2.960 3.206 -1.254
C 4.383 -2.504 0.603
O 5.499 -2.971 1.338
P 5.813 -4.656 1.108
O 6.705 -4.657 2.354
O 6.733 -4.323 -0.220
C 7.679 -3.264 -0.170
O 6.126 -6.342 0.877
C 5.286 -7.182 1.644
H 4.282 -1.431 0.760
H 4.526 -2.695 -0.467
H 3.479 -3.006 0.950
H 7.997 -3.035 0.851
H 7.237 -2.369 -0.623
H 8.558 -3.546 -0.753
H 4.239 -6.972 1.411
H 5.467 -7.030 2.711
H 5.504 -8.223 1.392
C 2.229 -4.305 -6.491
O 2.394 -3.672 -5.236
P 4.041 -3.621 -4.708
O 3.572 -3.300 -3.285
O 4.281 -2.212 -5.533
C 3.312 -1.177 -5.451
O 5.688 -3.569 -4.181
C 6.137 -4.785 -3.613
H 1.179 -4.253 -6.775
H 2.830 -3.798 -7.254
H 2.531 -5.350 -6.418
H 2.706 -1.243 -4.542
H 2.657 -1.230 -6.329
H 3.822 -0.212 -5.460
H 6.011 -5.599 -4.332
H 5.580 -5.006 -2.699
H 7.198 -4.687 -3.369
C -10.460 -0.129 -2.235
O -10.295 0.503 -0.979
P -8.648 0.555 -0.452
O -9.117 0.876 0.971
O -8.408 1.963 -1.277
C -9.377 2.998 -1.195
O -7.001 0.606 0.075
C -6.552 -0.609 0.643
H -11.510 -0.078 -2.519
H -9.859 0.378 -2.998
H -10.158 -1.175 -2.162
H -9.983 2.932 -0.285
H -10.032 2.945 -2.072
H -8.867 3.963 -1.203
H -6.678 -1.423 -0.076
H -7.109 -0.830 1.557
H -5.491 -0.512 0.887
```

Computed properties:
charge: -1
LUMO level: -1.820 eV
highest occupied orbital energy: -3.9 eV
Kohn-Sham gap: 2.048 eV

---

No. 3
The following is a DFT calculation (ωB97M-V/def2-TZVPD) of one molecule with the formula C2H2BrFO at a distorted geometry.

```
7
C2H2BrFO (ωB97M-V/def2-TZVPD)
C 0.645 0.655 -0.313
C -0.078 -0.428 0.311
O 1.004 1.712 0.091
F 0.130 -1.660 -0.111
Br -2.397 0.041 -0.013
H 0.933 0.237 -1.306
H -0.237 -0.557 1.340
```

Computed properties:
charge: 0
LUMO level: -1.990 eV
highest occupied orbital energy: -10.7 eV
Kohn-Sham gap: 8.671 eV
ΔE to the lowest compared entry with this formula, charge and spin: 20.8 kcal per mole
SMILES: O=C[C@H](F)Br

---

No. 4
The following is a DFT calculation (ωB97M-V/def2-TZVPD) of a 2-piece molecular cluster, C25H25NO2 overall at a distorted geometry.

```
53
C25H25NO2 (ωB97M-V/def2-TZVPD)
C -3.125 -1.242 2.997
C -3.225 0.311 2.825
C -1.825 0.734 2.589
C -0.941 -0.275 2.888
N 0.383 -0.198 2.987
C 1.233 -1.345 3.260
C 2.663 -0.814 3.105
C 2.564 0.707 2.915
C 1.075 1.073 2.900
C -1.644 -1.575 3.227
H -3.756 -1.615 3.807
H -3.450 -1.721 2.071
H -3.936 0.594 2.039
H -3.599 0.742 3.769
H -1.542 1.753 2.344
H 1.058 -1.736 4.279
H 1.010 -2.170 2.566
H 3.247 -1.071 3.991
H 3.127 -1.293 2.240
H 3.052 1.239 3.733
H 3.021 1.025 1.978
H 0.768 1.625 1.998
H 0.816 1.714 3.765
H -1.454 -1.861 4.276
H -1.308 -2.407 2.592
C -5.852 2.121 -3.645
C -5.225 3.025 -2.779
C -3.958 2.710 -2.291
C -3.309 1.526 -2.668
C -3.914 0.638 -3.555
C -5.197 0.931 -4.034
C -2.005 1.406 -1.951
O -1.165 0.526 -2.087
C -1.930 2.602 -1.053
C -0.822 2.907 -0.322
C -0.670 4.100 0.495
C -1.677 4.508 1.403
C -1.530 5.665 2.161
C -0.388 6.464 2.006
C 0.613 6.091 1.096
C 0.487 4.908 0.371
C -3.120 3.474 -1.321
O -3.376 4.594 -0.895
H -6.855 2.333 -4.021
H -5.701 3.956 -2.469
H -3.382 -0.267 -3.846
H -5.700 0.236 -4.710
H 0.058 2.276 -0.473
H -2.578 3.903 1.499
H -2.314 5.948 2.868
H -0.279 7.380 2.587
H 1.496 6.720 0.956
H 1.250 4.602 -0.348
```

Computed properties:
charge: 0
LUMO level: -0.815 eV
highest occupied orbital energy: -6.9 eV
Kohn-Sham gap: 6.082 eV
ΔE to the lowest compared entry with this formula, charge and spin: 0.0 kcal per mole
SMILES: O=C1C(=Cc2ccccc2)C(=O)c2ccccc21.C1=C(N2CCCC2)CCC1

---

No. 5
The following is a DFT calculation (ωB97M-V/def2-TZVPD) of an isolated ion of composition C3H2IO2S and charge -1 at a distorted geometry.

```
9
C3H2IO2S (ωB97M-V/def2-TZVPD)
C 1.859 -0.693 -0.858
C 0.963 -0.499 -0.083
C 0.058 0.099 0.854
O 0.148 1.528 0.777
O -1.193 0.985 -1.273
S -1.452 0.951 0.138
I -3.121 -1.122 0.032
H 2.626 -1.023 -1.571
H 0.112 -0.226 1.984
```

Computed properties:
charge: -1
LUMO level: 3.436 eV
highest occupied orbital energy: -4.1 eV
Kohn-Sham gap: 7.523 eV
ΔE to the lowest compared entry with this formula, charge and spin: 20.3 kcal per mole

---

No. 6
The following is a DFT calculation (ωB97M-V/def2-TZVPD) of C15H31ClO4P2Sn as an isolated structure at a distorted geometry.

```
54
C15H31ClO4P2Sn (ωB97M-V/def2-TZVPD)
P -0.157 1.240 -1.986
P 1.082 2.068 2.013
C 0.805 0.534 -0.379
C 0.744 0.436 1.183
H 1.826 0.941 -0.584
H 0.822 -0.510 -0.689
H -0.142 0.004 1.732
H 1.538 -0.261 1.433
C 2.814 2.170 1.860
H 3.154 3.054 2.377
H 3.115 2.246 0.825
H 3.248 1.259 2.304
C 0.590 1.898 3.748
H 1.212 1.140 4.273
H -0.482 1.649 3.808
H 0.723 2.899 4.183
C 0.734 0.991 -3.625
H 0.446 1.691 -4.420
H 0.516 -0.036 -3.964
H 1.809 1.028 -3.464
C -1.837 0.480 -2.308
H -1.913 -0.427 -1.683
H -1.735 0.245 -3.391
H -2.763 1.111 -2.109
Sn -2.046 0.545 0.654
C -0.176 -2.353 1.291
C 1.156 -2.214 1.000
C 1.803 -2.598 -0.315
C 0.957 -2.960 -1.542
C -0.302 -2.181 -1.645
C -1.557 -2.490 -1.216
C -1.848 -3.535 -0.141
C -0.794 -3.644 0.953
C -0.991 2.805 -1.499
H -0.692 -1.744 2.033
H 1.952 -2.107 1.785
H 2.487 -3.468 -0.160
H 2.478 -1.770 -0.585
H 1.611 -2.708 -2.393
H 0.849 -4.051 -1.588
H -0.198 -1.387 -2.401
H -2.494 -2.252 -1.839
H -2.035 -4.554 -0.524
H -2.763 -3.217 0.383
H -1.291 -4.047 1.845
H -0.026 -4.379 0.685
H -2.002 2.891 -1.152
H -1.110 3.112 -2.567
H -0.374 3.374 -0.820
O -1.442 3.882 3.023
Cl -2.524 4.184 2.081
O -2.928 2.945 1.259
O -1.978 5.200 1.075
O 0.130 2.870 1.180
```

Computed properties:
charge: +2
LUMO level (alpha / beta): -9.065 / -9.065 eV
highest occupied orbital energy (alpha / beta): -14.4 / -14.4 eV
Kohn-Sham gap (alpha / beta): 5.288 / 5.287 eV
ΔE to the lowest compared entry with this formula, charge and spin: 100.8 kcal per mole

---

No. 7
The following is a DFT calculation (ωB97M-V/def2-TZVPD) of C7H11Cl12I2O3P2S as an isolated structure at a distorted geometry.

```
38
C7H11Cl12I2O3P2S (ωB97M-V/def2-TZVPD)
C -1.854 -2.788 3.675
C -1.676 -1.626 4.612
I -3.139 -1.455 6.047
C -0.680 -0.734 4.547
I -0.357 0.904 5.776
S 0.612 -0.795 3.339
P -0.404 -0.674 1.395
P 1.278 -1.362 0.136
O 0.771 -2.303 -0.866
O 1.951 -0.032 -0.386
O 2.401 -2.011 1.083
H -0.895 -3.167 3.309
H -2.365 -3.605 4.181
H -2.474 -2.484 2.826
H 0.976 -2.089 3.335
H -0.241 0.724 1.320
H 2.754 -0.258 -0.898
H 2.178 -2.936 1.287
C 3.003 -2.883 -3.799
Cl 4.160 -1.794 -3.003
Cl 3.181 -2.796 -5.543
Cl 3.209 -4.529 -3.213
H 2.007 -2.553 -3.535
C 1.838 3.199 -1.829
Cl 2.482 4.823 -1.996
Cl 0.086 3.224 -1.592
Cl 2.269 2.197 -3.219
H 2.273 2.750 -0.946
C -2.965 2.518 1.856
Cl -1.426 3.309 2.194
Cl -3.076 2.048 0.163
Cl -3.163 1.098 2.903
H -3.767 3.210 2.077
C -1.705 2.569 -4.978
Cl -1.556 1.212 -6.091
Cl -1.560 4.105 -5.821
Cl -3.227 2.482 -4.080
H -0.897 2.504 -4.261
```

Computed properties:
charge: +1
LUMO level: -4.479 eV
highest occupied orbital energy: -12.6 eV
Kohn-Sham gap: 8.146 eV
ΔE to the lowest compared entry with this formula, charge and spin: 0.0 kcal per mole

---

Asked for calculated total energy across the records above, the calculation gives -8292.4853 -109251.1356 -76911.8114 -31914.8240 -26172.4034 -61150.0492 -209457.0590 eV in order.